1.
This record from OMol25 describes a molecular structure, C32H57BaN4OP2S. The level of theory is ωB97M-V/def2-TZVPD.

ORCA input file:
```
! wB97M-V def2-TZVPD RIJCOSX def2/J DEFGRID3
* xyz 1 1
C -0.050 2.884 0.645
C -2.166 1.943 0.309
C -0.585 4.173 0.704
C -2.765 3.210 0.550
C -1.974 4.332 0.703
H 0.099 5.018 0.788
H -3.853 3.261 0.546
H -2.412 5.322 0.820
N -0.800 1.785 0.462
P 2.063 1.186 1.534
P -2.544 -0.525 -1.098
C 1.486 2.742 0.761
H 1.903 2.824 -0.256
H 1.893 3.596 1.327
C 1.102 -4.048 -0.386
O 1.436 -5.074 -0.778
C -3.008 0.863 -0.125
H -4.067 0.986 0.115
C -2.756 -0.056 -2.946
C -3.769 -1.875 -0.521
C 3.806 0.794 0.805
C 2.053 1.649 3.370
C -1.876 -1.022 -3.764
H -2.156 -2.073 -3.608
H -1.990 -0.799 -4.837
H -0.814 -0.913 -3.498
C -4.217 -0.138 -3.393
H -4.626 -1.156 -3.347
H -4.860 0.541 -2.817
H -4.276 0.175 -4.447
C -2.253 1.381 -3.120
H -2.327 1.669 -4.180
H -2.853 2.091 -2.538
H -1.204 1.480 -2.811
C -3.628 -3.111 -1.432
H -2.583 -3.449 -1.513
H -4.210 -3.933 -0.987
H -4.017 -2.946 -2.446
C -3.383 -2.274 0.917
H -2.420 -2.811 0.965
H -3.331 -1.421 1.609
H -4.145 -2.970 1.302
C -5.209 -1.356 -0.523
H -5.564 -1.073 -1.518
H -5.856 -2.168 -0.158
H -5.342 -0.505 0.150
C 2.298 0.356 4.176
H 2.487 0.633 5.226
H 1.407 -0.294 4.148
H 3.161 -0.221 3.815
C 0.672 2.205 3.762
H 0.455 3.168 3.281
H -0.136 1.494 3.539
H 0.672 2.371 4.853
C 3.098 2.724 3.699
H 2.898 3.091 4.718
H 4.120 2.335 3.701
H 3.042 3.589 3.025
C 4.066 1.660 -0.433
H 4.141 2.729 -0.189
H 5.029 1.357 -0.875
H 3.295 1.509 -1.201
C 3.774 -0.690 0.377
H 3.043 -0.874 -0.427
H 4.767 -0.956 -0.017
H 3.561 -1.364 1.223
C 4.955 1.005 1.796
H 5.128 2.068 2.010
H 4.829 0.443 2.731
H 5.876 0.627 1.322
Ba 0.016 -1.006 0.608
N 1.075 -0.009 -1.644
C 1.393 0.456 -2.670
C 1.895 0.796 -4.041
C 0.825 1.597 -4.777
C 3.172 1.631 -3.942
C 2.189 -0.512 -4.772
H -0.094 1.009 -4.891
H 0.590 2.517 -4.227
H 1.178 1.875 -5.778
H 3.962 1.076 -3.421
H 3.538 1.875 -4.948
H 2.983 2.572 -3.410
H 2.555 -0.307 -5.786
H 2.959 -1.083 -4.237
H 1.286 -1.131 -4.848
S -1.091 -1.067 3.441
C -0.837 -2.730 3.721
N -1.753 -3.582 4.223
C -1.293 -4.958 4.302
C 0.149 -4.863 3.813
N 0.282 -3.460 3.449
H -2.680 -3.270 4.489
H -1.895 -5.604 3.656
H -1.356 -5.326 5.329
H 0.325 -5.490 2.935
H 0.858 -5.147 4.600
H 1.178 -3.033 3.232
*
```

HOMO energy   -0.288 hartree
E_tot   -2654.04511 Ha
HOMO-LUMO gap   5.167 eV

Löwdin population analysis, charges in e, atoms 1 to 2: C -0.37; C -0.38


2.
This record from OMol25 describes a molecular structure, C24H69B4O3PV2. The level of theory is ωB97M-V/def2-TZVPD.

ORCA input file:
```
! wB97M-V def2-TZVPD RIJCOSX def2/J DEFGRID3
* xyz 0 7
V 0.769 -0.881 -3.779
V 2.217 -4.756 -2.803
C 0.349 5.349 6.102
C -1.047 5.039 5.488
C -1.230 4.817 3.967
C -0.693 3.392 3.640
P -1.935 2.087 3.467
C -1.081 0.435 3.188
C 0.257 0.444 2.377
C 0.608 -0.769 1.483
C 2.073 -1.006 1.070
C -2.941 1.833 4.900
C -4.244 1.072 4.817
C -4.935 0.880 6.128
C -5.532 2.176 6.851
C -3.039 2.463 2.061
C -2.372 2.878 0.715
C -3.266 3.683 -0.181
C -2.633 4.055 -1.477
H 0.936 4.431 6.141
H 0.089 5.574 7.136
H 0.960 6.181 5.751
H -1.773 5.786 5.807
H -1.515 4.195 5.995
H -0.668 5.630 3.508
H -2.258 4.829 3.607
H 0.063 3.111 4.373
H -0.081 3.550 2.751
H -1.805 -0.120 2.591
H -0.963 -0.137 4.108
H 1.104 0.786 2.971
H 0.264 1.331 1.742
H 0.195 -0.546 0.499
H 0.122 -1.703 1.768
H 2.669 -0.094 1.065
H 1.984 -1.368 0.045
H 2.548 -1.756 1.702
H -3.131 2.902 4.993
H -2.309 1.279 5.594
H -4.052 0.095 4.373
H -4.846 1.550 4.045
H -4.125 0.486 6.742
H -5.740 0.156 6.000
H -4.703 2.883 6.869
H -5.960 2.030 7.843
H -6.134 2.546 6.021
H -3.807 3.137 2.440
H -3.532 1.504 1.903
H -2.087 2.038 0.081
H -1.530 3.520 0.972
H -3.511 4.565 0.411
H -4.234 3.232 -0.401
H -2.786 5.076 -1.827
H -2.974 3.415 -2.291
H -1.544 4.101 -1.467
B 1.433 -2.686 -2.416
H 0.847 -3.434 -1.904
H 1.177 -1.721 -2.007
H 2.499 -2.839 -2.358
H 1.154 -2.799 -3.452
B 3.578 -5.053 -4.623
H 3.983 -5.767 -3.922
H 2.580 -5.407 -4.834
H 3.581 -4.084 -4.148
H 4.251 -4.975 -5.463
B 2.880 -0.884 -4.855
H 2.390 -1.826 -5.046
H 3.166 -0.846 -3.815
H 3.691 -0.707 -5.544
H 2.182 -0.083 -5.045
B -1.131 -1.013 -4.878
H -0.777 0.004 -4.806
H -0.445 -1.645 -5.420
H -1.201 -1.365 -3.861
H -2.136 -1.031 -5.270
C 1.402 2.939 -1.163
C 0.538 1.905 -1.822
O 1.251 1.012 -2.619
H 2.221 2.513 -0.584
H 0.864 3.476 -0.382
H 1.872 3.673 -1.817
H -0.306 2.316 -2.375
H 0.056 1.427 -0.970
C -1.739 -5.764 -5.236
C -0.426 -4.949 -5.269
O 0.332 -4.877 -4.210
C 0.000 -4.524 -6.681
H -1.538 -6.690 -5.775
H -2.693 -5.373 -5.589
H -1.812 -6.012 -4.177
H -0.321 -3.484 -6.745
H -0.511 -5.015 -7.509
H 1.067 -4.618 -6.884
C 6.596 -3.829 -1.938
C 5.402 -3.861 -1.030
O 4.346 -3.989 -1.542
C 5.577 -3.555 0.415
H 6.570 -3.978 -3.018
H 7.349 -4.587 -1.723
H 7.074 -2.854 -1.844
H 5.833 -2.510 0.585
H 6.424 -4.162 0.736
H 4.679 -3.851 0.957
*
```

HOMO energy (alpha / beta)   -0.188 / -0.226 hartree
Expectation value of S²   12.01
E_tot   -3509.72192 Ha
HOMO-LUMO gap (alpha / beta)   4.706 / 5.722 eV

Löwdin population analysis, charges in e, atoms 1 to 2: V 0.75; V 0.97